{
  "formula": "C3H2O3",
  "method": "the ωB97M-V functional and the def2-TZVPD basis",
  "elements": ["C", "C", "O", "H", "H", "O", "C", "O"],
  "positions_angstrom": [[-0.39790, -0.27978, 0.71719], [0.49478, -0.88202, 0.01517], [-0.30971, -0.24869, -0.80454], [-1.16456, 0.03824, 1.43794], [1.52293, -1.25278, -0.09141], [-3.03851, 0.60537, -1.95750], [-2.04889, 0.70918, -2.47379], [-1.08222, 0.91214, -3.01977]],
  "forces_ev_per_a": [[0.053, -0.794, 1.522], [2.255, -0.403, 3.210], [-2.165, 1.533, -3.513], [0.792, -0.295, -0.844], [-0.863, -0.190, -0.040], [-4.291, -0.853, 2.396], [1.172, 0.562, -0.688], [3.046, 0.440, -2.044]],
  "homo_ev": -8.24,
  "energy_ha": -341.093260,
  "multiplicity": 1,
  "total_charge": 0,
  "fmax_ev_per_a": 4.988,
  "smiles": "C1=CO1.O=C=O",
  "homo_lumo_gap_ha": 0.335,
  "de_lowest_ev": 3.906,
  "e_lumo_ev": 0.87
}